Record 1
ORCA calculation (ωB97M-V with the def2-TZVPD basis set) on 11 unconnected molecules or ions with the total composition C33H33F11O33 in a non-equilibrium geometry.

Calculated values
E_tot, eV: -132217.401
ΔE to the lowest compared entry with this formula, charge and spin, kJ/mol: 213.6
SMILES string: O=C1OC[C@@H](F)O1.O=C1OC[C@@H](F)O1.O=C1OC[C@@H](F)O1.O=C1OC[C@@H](F)O1.O=C1OC[C@@H](F)O1.O=C1OC[C@@H](F)O1.O=C1OC[C@@H](F)O1.O=C1OC[C@@H](F)O1.O=C1OC[C@@H](F)O1.O=C1OC[C@@H](F)O1.O=C1OC[C@@H](F)O1
Frontier orbital gap, Ha: 0.3779

```
! RIJCOSX wB97M-V def2-TZVPD def2/J DEFGRID3
* xyz 0 1
O -0.02916 -7.71578 -4.77029
C -0.14957 -6.97808 -3.85848
O 0.65852 -7.04463 -2.74602
C -0.02868 -6.36862 -1.73649
C -0.80325 -5.29147 -2.48149
F -0.05321 -4.18963 -2.77397
O -1.04699 -5.98989 -3.68145
H -0.67367 -7.07287 -1.20624
H 0.60188 -5.85468 -1.01054
H -1.68961 -4.98150 -1.93361
O -1.37996 7.08425 -0.07708
C -2.10639 6.16888 -0.29277
O -1.81925 5.23157 -1.19035
C -2.80851 4.22579 -1.17476
C -3.70705 4.57244 0.01649
F -3.53864 3.82875 1.14018
O -3.31724 5.90947 0.28046
H -3.40261 4.39395 -2.07497
H -2.34962 3.24256 -1.10814
H -4.77857 4.60519 -0.17416
O 4.86844 0.51541 4.05290
C 4.52337 0.29565 2.92647
O 4.41912 -0.93241 2.45886
C 4.09340 -0.85863 1.06446
C 3.53678 0.54109 0.91027
F 2.16631 0.68200 1.06173
O 4.14188 1.20040 2.00566
H 5.03180 -0.88065 0.50919
H 3.46982 -1.69680 0.76984
H 3.81529 1.00515 -0.03151
O -1.94505 3.36131 2.48907
C -1.93091 4.42480 3.02795
O -1.22879 5.47018 2.60637
C -1.10695 6.41166 3.64008
C -2.36470 6.11600 4.44840
F -3.42284 6.76972 3.87163
O -2.48421 4.71389 4.23542
H -0.25244 6.27331 4.30734
H -1.09440 7.41400 3.21981
H -2.37427 6.43703 5.48633
O -7.14646 -0.76629 3.15509
C -6.18197 -0.07507 3.13782
O -6.28491 1.27166 3.13524
C -4.99894 1.88227 2.89288
C -4.07498 0.67515 3.24296
F -3.78548 0.80545 4.56819
O -4.90880 -0.46262 3.11517
H -4.92100 2.14162 1.84095
H -4.91154 2.74822 3.53915
H -3.21267 0.54193 2.59637
O -5.18117 -0.01835 -0.22095
C -4.62014 -0.00847 -1.26744
O -4.14471 1.09108 -1.94810
C -3.63716 0.63397 -3.23449
C -3.67218 -0.86095 -3.11465
F -2.40786 -1.27541 -2.77024
O -4.54202 -1.10244 -2.03917
H -4.27502 1.07910 -3.99915
H -2.65611 1.06305 -3.43076
H -3.94766 -1.49405 -3.95927
O 5.07666 -0.00164 -1.87225
C 4.18066 -0.29664 -2.59232
O 4.00915 0.10864 -3.87463
C 2.65722 -0.11922 -4.17526
C 2.31856 -1.36510 -3.37198
F 2.52427 -2.46197 -4.15331
O 3.29993 -1.27688 -2.34903
H 2.03255 0.68235 -3.76088
H 2.37725 -0.18488 -5.22282
H 1.29416 -1.35512 -3.01389
O 6.74843 -4.65441 -1.53777
C 5.58382 -4.68835 -1.74865
O 4.99483 -5.31836 -2.75247
C 3.57946 -5.15385 -2.70901
C 3.39112 -4.53737 -1.32098
F 2.82497 -5.44342 -0.48004
O 4.65748 -4.15110 -0.87620
H 3.13583 -4.41807 -3.37625
H 3.07678 -6.11051 -2.81782
H 2.73155 -3.66833 -1.36887
O 2.32793 2.76306 -1.89323
C 2.02289 3.57365 -1.07352
O 0.90616 4.29628 -1.15800
C 0.55091 4.77992 0.13061
C 1.92410 4.79549 0.78854
F 1.88898 4.54146 2.11692
O 2.63206 3.76611 0.13191
H 0.03547 5.72974 0.02981
H -0.04066 4.02215 0.65560
H 2.42958 5.74934 0.59638
O 0.57871 -2.24807 -0.70594
C 0.10313 -1.18134 -0.49401
O 0.19320 -0.11404 -1.33131
C -0.37151 1.04185 -0.73405
C -0.87756 0.53688 0.63297
F -2.23803 0.67325 0.66232
O -0.51581 -0.83037 0.65314
H 0.43118 1.74902 -0.55681
H -1.18697 1.35920 -1.37861
H -0.48277 1.02862 1.51973
O 4.42505 -3.72569 3.42172
C 3.32846 -4.06010 3.11734
O 2.74681 -3.72296 1.97759
C 1.39398 -4.01993 2.04800
C 1.30288 -5.08618 3.13710
F 1.43913 -6.33728 2.58109
O 2.52725 -4.86980 3.85273
H 0.77519 -3.15636 2.31031
H 0.92422 -4.41013 1.14597
H 0.40204 -5.13829 3.74390
*
```

Mulliken population analysis, charges in e, atoms 1 to 99: number 1, O, carries -0.50; number 2, C, carries 0.60; number 3, O, carries -0.38; number 4, C, carries -0.13; number 5, C, carries 0.43; number 6, F, carries -0.27; number 7, O, carries -0.35; number 8, H, carries 0.39; number 9, H, carries -0.19; number 10, H, carries 0.39; number 11, O, carries -0.55; number 12, C, carries 0.51; number 13, O, carries -0.36; number 14, C, carries 0.95; number 15, C, carries -0.01; number 16, F, carries -0.01; number 17, O, carries -0.36; number 18, H, carries 0.45; number 19, H, carries -0.81; number 20, H, carries 0.31; number 21, O, carries -0.58; number 22, C, carries 0.48; number 23, O, carries -0.28; number 24, C, carries 0.27; number 25, C, carries 0.46; number 26, F, carries -0.31; number 27, O, carries -0.37; number 28, H, carries 0.34; number 29, H, carries -0.29; number 30, H, carries 0.23; number 31, O, carries -0.19; number 32, C, carries 0.31; number 33, O, carries -0.13; number 34, C, carries -0.60; number 35, C, carries 0.21; number 36, F, carries -0.28; number 37, O, carries -0.33; number 38, H, carries 0.34; number 39, H, carries 0.34; number 40, H, carries 0.34; number 41, O, carries -0.55; number 42, C, carries 0.60; number 43, O, carries -0.43; number 44, C, carries -0.09; number 45, C, carries 1.36; number 46, F, carries -0.34; number 47, O, carries -0.40; number 48, H, carries 0.13; number 49, H, carries 0.24; number 50, H, carries -0.58; number 51, O, carries -0.50; number 52, C, carries 0.64; number 53, O, carries -0.26; number 54, C, carries -0.39; number 55, C, carries 0.23; number 56, F, carries -0.28; number 57, O, carries -0.32; number 58, H, carries 0.39; number 59, H, carries 0.20; number 60, H, carries 0.31; number 61, O, carries -0.53; number 62, C, carries 0.46; number 63, O, carries -0.40; number 64, C, carries -0.51; number 65, C, carries 1.00; number 66, F, carries -0.44; number 67, O, carries 0.33; number 68, H, carries 0.10; number 69, H, carries 0.39; number 70, H, carries -0.21; number 71, O, carries -0.53; number 72, C, carries 0.50; number 73, O, carries -0.38; number 74, C, carries -0.07; number 75, C, carries 1.52; number 76, F, carries -0.38; number 77, O, carries -0.34; number 78, H, carries 0.10; number 79, H, carries 0.29; number 80, H, carries -0.77; number 81, O, carries -0.52; number 82, C, carries 0.40; number 83, O, carries -0.33; number 84, C, carries 0.21; number 85, C, carries 0.30; number 86, F, carries -0.29; number 87, O, carries -0.21; number 88, H, carries 0.40; number 89, H, carries -0.20; number 90, H, carries 0.32; number 91, O, carries -0.36; number 92, C, carries 0.49; number 93, O, carries -0.44; number 94, C, carries 1.68; number 95, C, carries 0.30; number 96, F, carries -0.18; number 97, O, carries -0.45; number 98, H, carries -1.25; number 99, H, carries -0.32

---

Record 2
ORCA calculation (ωB97M-V with the def2-TZVPD basis set) on a molecular structure, C13H15B2CrN4O25 in a non-equilibrium geometry.

Calculated values
E_tot, eV: -100640.436
ΔE to the lowest compared entry with this formula, charge and spin, kJ/mol: 23.5
Frontier orbital gap (spin up / spin down), Ha: 0.2361 / 0.0619

```
! RIJCOSX wB97M-V def2-TZVPD def2/J DEFGRID3
* xyz 0 6
Cr -20.85718 22.40089 2.73796
O -22.94735 19.78552 6.59513
C -22.98432 19.30297 5.44921
O -23.57280 18.18845 5.14038
B -23.26915 17.89575 3.70027
O -22.96507 19.23985 3.12169
C -22.60807 20.00419 4.10805
O -22.29158 21.18033 4.07667
O -24.47845 17.31273 3.11119
C -24.23999 16.06682 2.71928
O -25.03225 15.24111 2.27631
C -22.80496 15.75337 3.11309
O -22.22128 16.84412 3.48057
O -22.25852 14.63314 3.04610
O -17.60873 15.45175 -0.66109
C -18.55890 16.16594 -0.30567
O -18.84392 17.31909 -0.69474
B -20.12487 17.82712 -0.01130
O -20.61315 16.64654 0.66714
C -19.77307 15.70792 0.55604
O -19.84491 14.58104 1.12057
O -19.79508 18.89346 0.93368
C -20.32863 20.01485 0.58381
O -20.22061 21.09009 1.16060
C -21.24259 19.70661 -0.63488
O -21.10524 18.39194 -0.95388
O -21.82875 20.62638 -1.21242
C -21.35506 25.39104 4.41294
O -21.02004 24.15253 3.96638
H -21.62745 25.39826 5.46833
H -20.57903 26.15276 4.33775
H -22.15676 25.74952 3.76727
C -24.65243 21.28594 0.40900
N -23.71295 22.37017 0.80431
O -23.90506 23.47746 0.26176
O -22.81807 22.14645 1.63305
H -25.67504 21.66165 0.37422
H -24.48707 20.54464 1.19081
H -24.36563 20.85904 -0.55204
C -17.23286 25.02387 3.22726
N -17.45742 23.77602 2.45892
O -16.62856 23.46688 1.56065
O -18.39469 23.09034 2.73409
H -18.21323 25.47403 3.38325
H -16.55605 25.70690 2.71394
H -16.78167 24.73577 4.17674
C -17.29295 19.83434 3.41006
N -18.64786 19.77059 3.94875
O -18.96224 18.84960 4.62334
O -19.33301 20.75814 3.80147
H -16.67377 20.15571 4.24758
H -17.23800 20.66594 2.70755
H -16.95185 18.88865 2.98886
C -19.56476 23.39959 -1.30755
N -20.52167 24.19440 -0.45593
O -20.51992 23.82008 0.72071
O -21.20465 25.09585 -0.97064
H -18.77625 23.03878 -0.64712
H -19.24384 24.08589 -2.09119
H -20.16619 22.61544 -1.76744
*
```

Okay, here come the natural (NBO) numbers, in e, for every atom: number 1, Cr, carries 1.41; number 2, O, carries -0.52; number 3, C, carries 0.67; number 4, O, carries -0.63; number 5, B, carries 1.16; number 6, O, carries -0.64; number 7, C, carries 0.73; number 8, O, carries -0.60; number 9, O, carries -0.61; number 10, C, carries 0.68; number 11, O, carries -0.47; number 12, C, carries 0.68; number 13, O, carries -0.58; number 14, O, carries -0.30; number 15, O, carries -0.50; number 16, C, carries 0.69; number 17, O, carries -0.59; number 18, B, carries 1.17; number 19, O, carries -0.59; number 20, C, carries 0.68; number 21, O, carries -0.31; number 22, O, carries -0.62; number 23, C, carries 0.76; number 24, O, carries -0.63; number 25, C, carries 0.69; number 26, O, carries -0.63; number 27, O, carries -0.53; number 28, C, carries -0.19; number 29, O, carries -0.95; number 30, H, carries 0.14; number 31, H, carries 0.11; number 32, H, carries 0.14; number 33, C, carries -0.48; number 34, N, carries 0.55; number 35, O, carries -0.32; number 36, O, carries -0.44; number 37, H, carries 0.25; number 38, H, carries 0.24; number 39, H, carries 0.26; number 40, C, carries -0.49; number 41, N, carries 0.55; number 42, O, carries -0.41; number 43, O, carries -0.37; number 44, H, carries 0.26; number 45, H, carries 0.24; number 46, H, carries 0.24; number 47, C, carries -0.50; number 48, N, carries 0.56; number 49, O, carries -0.33; number 50, O, carries -0.43; number 51, H, carries 0.25; number 52, H, carries 0.24; number 53, H, carries 0.24; number 54, C, carries -0.48; number 55, N, carries 0.55; number 56, O, carries -0.42; number 57, O, carries -0.33; number 58, H, carries 0.24; number 59, H, carries 0.23; number 60, H, carries 0.25